Arrangement 1

C5H9N3O | wB97M-V/def2-TZVPD

Calculated values
LUMO energy	0.525	eV
gap between HOMO and LUMO	9.684	eV
net charge	0

Cartesian coordinates (Å):
C 1.87 -1.85 1.03
N 0.90 -0.92 0.65
N -0.10 -0.75 1.59
N -0.99 0.05 1.19
C -0.81 0.61 -0.16
C -0.58 2.14 -0.14
C -1.82 0.10 -1.12
C 0.83 -0.20 -0.52
O 1.63 -0.24 -1.43
H 2.55 -2.04 0.25
H 2.58 -1.43 1.81
H 1.55 -2.90 1.43
H -1.36 2.52 0.49
H -0.71 2.54 -1.10
H 0.43 2.37 0.20
H -2.10 0.98 -1.77
H -2.58 -0.43 -0.65
H -1.30 -0.55 -1.75

Atom charges from the natural (NBO) analysis, given in e for atoms 1 to 2: -0.428 -0.348



Arrangement 2

C5H9N3O | wB97M-V/def2-TZVPD

Calculated values
LUMO energy	0.933	eV
gap between HOMO and LUMO	9.796	eV
net charge	0

Cartesian coordinates (Å):
C 0.29 1.71 -0.70
C 0.95 0.68 -0.06
C 2.33 0.81 0.52
N 0.33 -0.55 0.08
C 0.86 -1.77 -0.17
O 1.98 -2.01 -0.51
C -1.05 -0.69 0.30
N -1.95 0.13 0.03
N -3.27 -0.46 0.02
H 0.73 2.76 -0.75
H -0.69 1.50 -1.09
H 2.66 1.86 0.56
H 3.05 0.23 0.02
H 2.34 0.37 1.49
H 0.10 -2.51 -0.01
H -1.28 -1.69 0.71
H -3.87 0.17 0.53
H -3.52 -0.55 -0.96

Atom charges from the natural (NBO) analysis, given in e for atoms 1 to 2: -0.409 0.165



Arrangement 3

C5H9N3O | wB97M-V/def2-TZVPD

Calculated values
LUMO energy	0.444	eV
gap between HOMO and LUMO	8.513	eV
net charge	0

Cartesian coordinates (Å):
C 0.27 0.52 0.04
C -0.47 0.96 1.29
C 1.31 1.52 -0.40
N 0.80 -0.84 0.09
C -0.80 0.28 -1.56
C -0.28 -1.45 -0.47
N -0.82 -2.56 0.08
N -0.78 -1.02 -1.66
O -1.25 1.24 -2.08
H 1.22 -1.21 0.93
H -1.52 -3.05 -0.45
H -0.41 -2.98 0.89
H -1.23 0.23 1.60
H 0.22 1.10 2.14
H -0.97 1.91 1.11
H 2.02 1.73 0.40
H 1.86 1.15 -1.27
H 0.83 2.46 -0.69

Atom charges from the natural (NBO) analysis, given in e for atoms 1 to 2: -0.028 -0.643



Which one sits at the bottom of the stability order? arrangement 1 does.



Arrangement 1

C7H10O | wB97M-V/def2-TZVPD

Calculated values
LUMO energy	0.482	eV
gap between HOMO and LUMO	9.919	eV
net charge	0

Cartesian coordinates (Å):
C -2.68 -0.38 0.16
C -1.24 0.20 0.04
C -0.68 1.42 -0.02
C 0.80 1.31 -0.27
C 1.08 -0.29 -0.44
C 2.21 -0.83 0.45
C -0.27 -0.90 -0.23
O -0.49 -2.12 -0.32
H -3.30 0.07 -0.58
H -3.11 -0.23 1.14
H -2.49 -1.45 0.09
H -1.00 2.38 0.25
H 1.41 1.88 0.55
H 0.91 1.82 -1.22
H 1.32 -0.37 -1.59
H 2.84 -1.42 -0.12
H 2.72 0.09 0.77
H 1.94 -1.19 1.34

Atom charges from the natural (NBO) analysis, given in e for atoms 1 to 2: -0.654 -0.108



Arrangement 2

C7H10O | wB97M-V/def2-TZVPD

Calculated values
LUMO energy	-0.493	eV
gap between HOMO and LUMO	8.321	eV
net charge	0

Cartesian coordinates (Å):
C -1.66 1.16 1.10
C -0.51 0.52 1.01
C -0.03 -0.54 1.83
O 1.34 -0.65 1.81
C 0.47 0.69 -0.28
C 1.52 1.58 0.15
C 0.03 -0.19 -1.51
C 0.23 -1.75 -1.42
H -2.22 2.06 0.44
H -2.27 0.87 1.99
H -0.80 -1.23 2.62
H 1.54 2.30 0.79
H 2.43 1.82 -0.43
H 0.62 0.13 -2.49
H -1.10 0.03 -1.62
H -0.33 -1.86 -0.41
H 1.16 -2.55 -1.21
H -0.44 -2.40 -2.36

Atom charges from the natural (NBO) analysis, given in e for atoms 1 to 2: -0.302 -0.210



Arrangement 3

C7H10O | wB97M-V/def2-TZVPD

Calculated values
LUMO energy	0.989	eV
gap between HOMO and LUMO	10.055	eV
net charge	0

Cartesian coordinates (Å):
C 1.96 1.43 -0.10
C 0.71 0.91 0.18
C -0.79 1.36 0.42
C -1.75 0.63 -0.56
C -1.03 -0.82 -0.56
C -0.74 -1.29 0.84
C 0.36 -0.61 0.01
O 1.44 -1.47 -0.32
H 2.76 0.76 -0.24
H 1.94 2.55 -0.20
H -1.32 2.53 0.56
H -1.14 1.08 1.55
H -1.68 0.88 -1.64
H -2.81 0.78 -0.45
H -1.44 -1.55 -1.36
H -1.22 -0.66 1.52
H -0.65 -2.30 1.12
H 1.73 -2.00 0.36

Atom charges from the natural (NBO) analysis, given in e for atoms 1 to 2: -0.415 0.010



Arrangement 4

C7H10O | wB97M-V/def2-TZVPD

Calculated values
LUMO energy	0.993	eV
gap between HOMO and LUMO	9.686	eV
net charge	0

Cartesian coordinates (Å):
C 0.05 -1.58 -0.84
C -0.57 -0.56 -0.19
C -1.53 -0.38 0.93
C -1.05 0.99 1.66
O 0.03 1.59 0.81
C 0.06 0.76 -0.41
C 1.54 0.20 -0.79
C 1.27 -1.19 -1.41
H -0.18 -2.77 -0.37
H -1.84 -1.06 1.55
H -2.34 0.17 0.50
H -0.50 0.68 2.64
H -1.77 1.73 2.09
H -0.20 1.29 -1.26
H 2.19 0.28 0.03
H 2.02 0.78 -1.63
H 2.08 -1.99 -1.05
H 1.58 -1.29 -2.57

Atom charges from the natural (NBO) analysis, given in e for atoms 1 to 2: -0.182 -0.012



Which one sits at the bottom of the stability order? arrangement 2 does.



Arrangement 1

C7H10O | wB97M-V/def2-TZVPD

Calculated values
LUMO energy	0.895	eV
gap between HOMO and LUMO	10.170	eV
net charge	0

Cartesian coordinates (Å):
C -2.08 1.43 -0.23
C -0.70 0.83 -0.11
C 0.34 1.35 -0.88
C 1.65 0.91 -0.71
C 1.86 -0.14 0.18
C 0.86 -0.55 1.03
C -0.43 -0.03 0.95
H -2.78 0.59 -0.40
H -2.18 2.12 -1.06
H -2.43 1.85 0.71
H 0.16 2.10 -1.63
H 2.50 1.29 -1.23
H 2.85 -0.59 0.18
H 1.03 -1.29 1.81
H -1.08 -0.18 1.81
O -0.73 -2.96 -0.20
H -0.82 -2.28 0.47
H 0.21 -2.95 -0.39

Atom charges from the natural (NBO) analysis, given in e for atoms 1 to 2: -0.632 0.013



Arrangement 2

C7H10O | wB97M-V/def2-TZVPD

Calculated values
LUMO energy	-1.533	eV
gap between HOMO and LUMO	5.663	eV
net charge	0

Cartesian coordinates (Å):
C 0.97 -0.73 -0.69
C -0.58 -0.87 -1.02
C -1.41 0.37 -0.45
C -0.82 0.74 0.70
C 0.13 -0.23 1.36
C 1.32 0.39 0.62
C 0.43 1.39 0.23
H 1.56 -1.60 -0.30
H 1.75 -0.39 -1.57
H -0.24 -0.77 -2.16
H -2.36 -0.03 -0.58
H -1.35 1.36 -0.96
H -1.50 1.28 1.34
H -0.02 -0.22 2.52
H -0.05 -1.35 1.20
H 2.58 0.28 0.65
H 0.58 2.43 -0.32
O -0.97 -2.07 -0.56

Atom charges from the natural (NBO) analysis, given in e for atoms 1 to 2: -0.285 0.110



Which one sits at the bottom of the stability order? arrangement 2 does.



Arrangement 1

C7H10O | wB97M-V/def2-TZVPD

Calculated values
LUMO energy	0.656	eV
gap between HOMO and LUMO	9.773	eV
net charge	0

Cartesian coordinates (Å):
C -2.02 2.19 -0.85
C -1.11 1.21 -0.73
C -0.70 0.65 0.61
C -0.05 -0.68 0.37
C -0.56 -1.89 0.61
C 1.20 -0.52 -0.41
C 2.50 -0.91 0.23
O 1.19 0.18 -1.46
H -2.68 2.29 -1.71
H -2.22 2.87 -0.02
H -0.99 0.55 -1.65
H -1.55 0.57 1.30
H 0.02 1.33 1.08
H -0.02 -2.80 0.35
H -1.53 -2.00 1.08
H 3.01 -1.66 -0.38
H 2.37 -1.33 1.24
H 3.15 -0.04 0.33

Atom charges from the natural (NBO) analysis, given in e for atoms 1 to 2: -0.400 -0.163



Arrangement 2

C7H10O | wB97M-V/def2-TZVPD

Calculated values
LUMO energy	0.639	eV
gap between HOMO and LUMO	8.589	eV
net charge	0

Cartesian coordinates (Å):
C 1.60 0.64 1.19
C 0.72 0.02 0.14
C 1.40 -0.76 -1.03
C -0.46 1.21 -0.60
C -1.64 0.57 -0.65
C -2.57 -0.07 0.32
C -1.42 -0.89 -0.02
O -0.32 -0.83 0.75
H 1.01 1.28 1.77
H 2.21 1.25 0.56
H 2.05 -0.19 1.65
H 2.15 0.08 -1.55
H 0.76 -1.44 -1.69
H 2.16 -1.40 -0.57
H 0.00 2.08 -1.01
H -2.43 0.35 1.32
H -3.66 -0.21 0.04
H -1.58 -1.68 -0.62

Atom charges from the natural (NBO) analysis, given in e for atoms 1 to 2: -0.660 0.309



Which one sits at the bottom of the stability order? arrangement 2 does.



Arrangement 1

C5H6O2S | wB97M-V/def2-TZVPD

Calculated values
LUMO energy	-0.185	eV
gap between HOMO and LUMO	9.075	eV
net charge	0

Cartesian coordinates (Å):
C 1.74 -1.36 -0.01
C -1.05 -0.28 -0.09
C 0.17 -1.34 0.25
C -0.50 1.09 -0.45
C 0.83 1.46 0.12
O -0.34 -2.62 0.01
O -2.23 -0.61 -0.02
S 2.25 0.24 -0.01
H 0.22 -1.15 1.38
H -0.40 1.30 -1.62
H -1.30 1.84 -0.20
H 1.06 2.34 -0.45
H 0.89 1.53 1.18
H -1.35 -2.43 -0.08

Atom charges from the natural (NBO) analysis, given in e for atoms 1 to 2: -0.162 0.600



Arrangement 2

C5H6O2S | wB97M-V/def2-TZVPD

Calculated values
LUMO energy	0.438	eV
gap between HOMO and LUMO	7.684	eV
net charge	0

Cartesian coordinates (Å):
C 1.12 -0.52 -0.05
C 1.83 0.56 0.05
C -0.80 -1.26 0.34
C 2.41 1.92 0.23
C -2.97 -0.83 -0.37
O -0.99 -2.19 1.03
O -1.57 -0.41 -0.26
S 2.77 -1.10 -0.45
H 2.18 2.27 1.26
H 1.93 2.37 -0.60
H 3.51 1.76 -0.10
H -3.30 0.17 -0.69
H -3.23 -1.08 0.71
H -2.88 -1.67 -1.09

Atom charges from the natural (NBO) analysis, given in e for atoms 1 to 2: -0.237 -0.028



Which one sits at the bottom of the stability order? arrangement 2 does.